[1]
{
  "formula": "C17H26O2",
  "method": "the ωB97M-V functional and the def2-TZVPD basis",
  "de_lowest_kcal_mol": 74.6,
  "energy_ha": -813.724902,
  "smiles": "C=C1[C@@H]2CC[C@@H](C2)[C@@]1(C)CC/C=C(/C)COC(C)=O",
  "gap_ha": 0.3560,
  "lumo_energy_ev": 0.7,
  "fmax_ha_per_bohr": 0.1145,
  "e_homo_ha": -0.3289,
  "elements": ["C", "C", "C", "C", "C", "C", "C", "C", "C", "C", "C", "C", "C", "C", "C", "O", "C", "C", "O", "H", "H", "H", "H", "H", "H", "H", "H", "H", "H", "H", "H", "H", "H", "H", "H", "H", "H", "H", "H", "H", "H", "H", "H", "H", "H"],
  "positions_angstrom": [[0.348365, 3.144574, -1.469838], [1.336501, 2.222063, -1.613528], [2.663361, 2.429935, -2.115694], [3.002547, 1.516347, -3.255939], [3.124291, 0.132130, -2.748934], [2.658619, 0.272567, -1.280417], [3.343226, 1.607586, -1.017412], [1.079339, 0.772797, -1.115235], [0.163780, -0.106314, -2.052247], [0.484427, 0.592751, 0.363359], [0.122763, -0.795700, 0.885658], [-1.185630, -1.366966, 0.387578], [-2.419813, -1.130062, 0.856391], [-3.566123, -1.882779, 0.215377], [-2.549356, -0.255970, 2.063982], [-2.112078, -1.170397, 3.085890], [-2.971642, -1.816264, 3.845842], [-2.424635, -2.444180, 5.123229], [-4.161255, -1.953536, 3.626882], [-0.627844, 3.009186, -0.995574], [0.421232, 4.209658, -1.809593], [2.958465, 3.479647, -2.360437], [3.914285, 1.908456, -3.819120], [2.281454, 1.489552, -4.110634], [2.465544, -0.562963, -3.360373], [4.264676, -0.100229, -2.803558], [2.868112, -0.567091, -0.684713], [3.071734, 1.901243, -0.054465], [4.342273, 1.470232, -1.118174], [0.400504, -1.105465, -1.887659], [-0.904633, 0.120199, -1.826070], [0.347758, 0.028468, -3.148232], [-0.319498, 1.308052, 0.498470], [1.408390, 1.020283, 0.959649], [0.958265, -1.442639, 0.787144], [0.135071, -0.723586, 1.921437], [-1.172815, -2.000088, -0.486778], [-3.136904, -2.559219, -0.464567], [-4.205836, -2.490112, 0.920757], [-4.159560, -1.128349, -0.403710], [-1.889910, 0.485158, 2.033787], [-3.545151, 0.107483, 2.147314], [-1.385883, -2.694369, 4.998182], [-3.070443, -3.265067, 5.378022], [-2.355974, -1.667021, 5.903952]],
  "forces_ev_per_a": [[0.8, 0.8, -0.5], [-5.7, 0.9, 1.1], [1.6, 0.2, -0.1], [0.0, 1.4, -4.4], [0.5, -2.1, -0.1], [-1.8, 1.6, -1.0], [-1.4, -0.5, 0.6], [1.0, -1.9, -1.4], [-0.2, 2.9, -0.8], [3.7, 1.8, -0.4], [-0.6, 0.7, -1.4], [-0.3, 0.1, -0.2], [1.0, -0.4, -1.0], [-1.3, 1.6, 0.7], [-2.3, -4.4, -1.1], [0.5, 0.9, 1.6], [-1.9, -1.0, 1.2], [0.8, 1.4, -0.7], [0.6, 0.7, -0.6], [0.4, -0.7, -0.1], [0.4, -1.1, 0.2], [-0.3, -0.8, 0.8], [-0.7, -0.6, 1.0], [0.0, 0.5, 0.8], [1.3, 0.4, 0.7], [-2.1, -0.5, 0.3], [0.5, -0.9, 1.0], [0.0, 1.0, 1.7], [3.3, 0.1, -0.2], [0.1, -1.9, 0.6], [0.7, -0.3, -0.3], [-0.2, 0.4, 0.9], [-0.2, 0.1, 0.0], [-1.9, -0.8, -0.4], [0.7, -1.0, -0.9], [-0.6, 0.4, 2.1], [0.4, -0.3, 0.0], [0.4, -0.9, -1.0], [0.5, 1.1, -0.6], [0.2, -1.1, 1.0], [2.8, 3.1, 0.2], [-0.9, 0.1, 0.7], [0.4, -0.7, -0.2], [0.0, -0.2, 0.3], [-0.6, -0.3, -0.2]],
  "nbo_charge": [-0.42, 0.04, -0.29, -0.41, -0.42, -0.21, -0.39, -0.03, -0.62, -0.37, -0.47, -0.16, -0.01, -0.63, -0.10, -0.50, 0.80, -0.71, -0.62, 0.19, 0.19, 0.23, 0.21, 0.21, 0.22, 0.21, 0.21, 0.21, 0.20, 0.20, 0.22, 0.21, 0.21, 0.20, 0.22, 0.22, 0.19, 0.21, 0.24, 0.21, 0.19, 0.21, 0.22, 0.24, 0.24]
}

***

[2]
{
  "formula": "C17H26O4",
  "method": "the ωB97M-V functional and the def2-TZVPD basis",
  "de_lowest_kcal_mol": 2.2,
  "energy_ha": -964.344310,
  "smiles": "CCCCCCCCCCCC1=C(O)C(=O)C=C(O)C1=O",
  "gap_ha": 0.2856,
  "lumo_energy_ev": -1.5,
  "fmax_ha_per_bohr": 0.0166,
  "e_homo_ha": -0.3413,
  "elements": ["C", "C", "C", "C", "C", "C", "C", "C", "C", "C", "C", "C", "C", "O", "C", "O", "C", "C", "O", "C", "O", "H", "H", "H", "H", "H", "H", "H", "H", "H", "H", "H", "H", "H", "H", "H", "H", "H", "H", "H", "H", "H", "H", "H", "H", "H", "H"],
  "positions_angstrom": [[0.935214, 0.112713, 5.924989], [-0.137841, 1.149575, 6.235521], [-1.473776, 0.860181, 5.549019], [-1.425270, 0.865817, 4.020138], [-1.022421, 2.219335, 3.437323], [-1.245636, 2.309929, 1.927364], [-0.342932, 1.368296, 1.131901], [-0.395548, 1.620868, -0.375025], [-1.769912, 1.333992, -0.981826], [-1.750696, 1.294671, -2.513937], [-1.555662, -0.120324, -3.078876], [-0.272975, -0.749423, -2.621481], [-0.226718, -1.725271, -1.680397], [-1.304893, -2.238222, -1.090713], [1.055230, -2.336033, -1.189817], [0.954568, -3.207863, -0.335508], [2.285008, -1.850163, -1.751283], [2.256997, -0.888301, -2.696490], [3.329352, -0.379061, -3.282005], [0.966159, -0.285525, -3.196916], [1.074786, 0.565032, -4.071628], [1.213344, 0.139329, 4.874671], [1.828281, 0.305903, 6.515345], [0.577915, -0.887355, 6.161667], [0.217659, 2.140043, 5.946908], [-0.308557, 1.167552, 7.314978], [-1.831531, -0.118025, 5.880860], [-2.201854, 1.605674, 5.879724], [-2.420415, 0.607085, 3.648588], [-0.736815, 0.094075, 3.675936], [-1.613136, 3.000097, 3.923677], [0.029458, 2.416734, 3.651653], [-1.048817, 3.336155, 1.606304], [-2.291594, 2.087783, 1.708877], [0.688003, 1.498649, 1.471566], [-0.627724, 0.332480, 1.326070], [0.354444, 0.988406, -0.856493], [-0.124070, 2.659796, -0.578431], [-2.142127, 0.380335, -0.602997], [-2.462768, 2.110603, -0.654850], [-0.959068, 1.944515, -2.889903], [-2.698896, 1.670405, -2.902445], [-1.541030, -0.055831, -4.169129], [-2.387344, -0.753652, -2.769797], [-0.968606, -2.922374, -0.466886], [3.214356, -2.273563, -1.404151], [2.997398, 0.290834, -3.926052]],
  "forces_ev_per_a": [[-0.1, 0.2, 0.1], [-0.1, -0.2, 0.0], [0.1, 0.0, -0.1], [0.0, 0.2, 0.2], [-0.2, -0.2, -0.2], [0.3, -0.1, 0.2], [-0.1, 0.3, -0.2], [-0.1, -0.2, 0.2], [0.2, 0.2, -0.2], [-0.2, -0.1, 0.1], [0.1, 0.2, 0.0], [-0.7, -0.4, 0.3], [-0.1, 0.3, -0.4], [0.1, 0.0, 0.0], [-0.1, -0.1, 0.2], [0.1, 0.3, -0.3], [0.6, 0.2, -0.3], [0.1, -0.2, 0.2], [0.0, 0.1, -0.1], [0.3, 0.0, -0.1], [-0.2, -0.3, 0.3], [0.1, -0.1, -0.1], [0.1, -0.1, 0.0], [0.0, -0.1, 0.0], [0.0, 0.1, 0.1], [0.0, 0.1, 0.0], [-0.1, 0.0, 0.1], [-0.1, 0.0, 0.0], [0.0, -0.1, -0.1], [0.0, -0.1, -0.1], [0.0, 0.1, 0.1], [0.1, 0.1, 0.1], [-0.1, 0.0, -0.1], [-0.1, 0.1, 0.0], [0.0, -0.1, 0.1], [0.1, -0.1, 0.0], [0.0, 0.1, 0.0], [0.1, 0.0, -0.1], [-0.1, -0.1, 0.1], [-0.1, -0.1, 0.1], [0.0, 0.1, -0.1], [0.0, 0.1, -0.1], [-0.1, -0.1, 0.0], [0.0, 0.0, -0.1], [0.0, 0.2, -0.2], [0.1, 0.0, 0.0], [0.0, -0.2, 0.2]],
  "nbo_charge": [-0.61, -0.40, -0.39, -0.40, -0.39, -0.39, -0.40, -0.38, -0.41, -0.39, -0.42, -0.19, 0.32, -0.64, 0.48, -0.55, -0.43, 0.40, -0.64, 0.47, -0.55, 0.20, 0.21, 0.20, 0.19, 0.20, 0.20, 0.20, 0.20, 0.20, 0.20, 0.19, 0.20, 0.19, 0.20, 0.20, 0.19, 0.20, 0.20, 0.21, 0.21, 0.21, 0.23, 0.22, 0.51, 0.24, 0.51]
}

***

[3]
{
  "formula": "C17H27BCdN7O2",
  "method": "the ωB97M-V functional and the def2-TZVPD basis",
  "energy_ha": -1390.220055,
  "gap_ha": 0.1814,
  "lumo_energy_ev": 2.8,
  "total_charge": -1,
  "fmax_ha_per_bohr": 0.1399,
  "e_homo_ha": -0.0799,
  "elements": ["Cd", "C", "C", "C", "C", "C", "N", "N", "B", "N", "N", "C", "C", "C", "C", "C", "N", "N", "C", "C", "C", "C", "C", "H", "H", "H", "H", "H", "H", "H", "H", "H", "H", "H", "H", "H", "H", "H", "H", "H", "H", "H", "H", "H", "H", "N", "C", "C", "O", "O", "H", "H", "H", "H", "H"],
  "positions_angstrom": [[-0.946965, -0.704060, -0.038950], [-0.976672, -0.298278, -4.182081], [0.115926, -0.336544, -3.166986], [1.417925, -0.722496, -3.382971], [2.039330, -0.562428, -2.161242], [3.500749, -0.783621, -1.930942], [1.125391, -0.143950, -1.247796], [-0.035288, 0.040758, -1.885425], [1.384450, 0.351622, 0.221290], [0.440954, 1.520344, 0.434626], [-0.859105, 1.311540, 0.361229], [-1.467741, 2.493664, 0.585064], [-2.946568, 2.687520, 0.588092], [-0.519544, 3.475550, 0.806044], [0.688980, 2.819043, 0.702711], [2.044163, 3.433841, 0.858774], [1.057686, -0.680445, 1.362031], [-0.121883, -0.724820, 1.989598], [-0.026633, -1.583489, 3.019880], [-1.149348, -1.918145, 3.942963], [1.256843, -2.067076, 3.099450], [1.926894, -1.458863, 2.057656], [3.390194, -1.621682, 1.797119], [-0.604650, -0.645122, -5.169328], [-1.353005, 0.741062, -4.282569], [-1.807146, -0.958746, -3.856956], [1.862684, -1.048614, -4.314181], [4.002851, -1.070867, -2.878927], [3.648067, -1.607221, -1.219706], [3.971715, 0.146633, -1.551415], [2.510296, 0.723937, 0.328813], [-3.459747, 1.724643, 0.381553], [-3.228058, 3.422328, -0.194604], [-3.271183, 3.064712, 1.580191], [-0.689374, 4.524030, 1.013168], [1.955868, 4.519452, 1.075047], [2.623011, 3.300381, -0.078776], [2.581112, 2.942984, 1.696853], [-2.067949, -1.370767, 3.643941], [-0.878105, -1.630501, 4.980120], [-1.349737, -3.009212, 3.905138], [1.658242, -2.749711, 3.837254], [3.850829, -2.273216, 2.569732], [3.895106, -0.633776, 1.824464], [3.541898, -2.109444, 0.824410], [-2.911782, -0.159854, 0.032437], [-3.486591, -1.094689, -0.940677], [-2.402940, -1.545359, -1.961792], [-2.751486, -1.463121, -3.177043], [-1.321668, -1.964678, -1.454167], [-3.332436, -0.270973, 0.983471], [-2.996569, 0.839295, -0.264615], [-4.343459, -0.633792, -1.441907], [-3.841554, -1.990663, -0.419884], [-1.343977, -2.247117, 0.699823]],
  "forces_ev_per_a": [[0.8, -2.0, 3.0], [2.0, 1.6, -1.3], [-1.0, 0.8, 0.3], [0.9, -0.1, 0.4], [0.9, -0.6, -0.3], [0.2, 0.1, 0.2], [2.5, 0.1, -0.7], [-0.3, 1.3, -2.7], [0.4, 0.1, -0.1], [1.0, 1.8, 0.4], [-0.9, 4.4, 0.8], [-0.1, -1.1, -0.2], [-0.5, 0.3, 0.1], [0.4, 0.2, 0.0], [0.5, 0.6, 0.1], [0.4, -0.2, 0.0], [2.2, -0.2, 1.3], [-0.3, 0.0, 3.1], [-0.7, 1.3, -0.6], [-0.5, 0.2, -0.1], [0.8, 0.0, -0.2], [0.9, -0.8, 0.1], [0.2, 0.1, -0.2], [0.1, 0.4, 0.4], [0.1, -0.4, -0.1], [1.3, 0.6, -1.2], [0.0, 0.1, 0.2], [-0.4, 0.2, 0.5], [0.2, 0.3, -0.1], [-0.1, -0.6, 0.0], [0.3, -0.1, 0.0], [-0.4, 2.2, 1.0], [0.0, -0.4, 0.5], [0.0, -0.2, -0.6], [0.1, -0.2, 0.0], [0.0, -0.7, -0.1], [-0.1, 0.1, 0.6], [-0.1, 0.3, -0.5], [0.5, -0.4, 0.2], [-0.2, -0.2, -0.5], [0.0, 0.6, 0.0], [0.1, 0.1, -0.2], [-0.4, 0.4, -0.4], [-0.1, -0.6, -0.2], [0.2, 0.3, 0.2], [-4.7, 0.9, 0.5], [-0.6, 0.2, -0.1], [-1.0, -1.0, -0.4], [-2.8, -2.3, 3.3], [-2.7, -3.2, -5.9], [0.5, 0.2, -1.2], [0.3, -2.7, -0.4], [0.2, -0.2, -0.3], [0.3, 0.1, 0.0], [-0.5, -1.8, 1.3]],
  "nbo_charge": [1.64, -0.72, 0.21, -0.35, 0.18, -0.64, -0.37, -0.41, 0.51, -0.31, -0.37, 0.14, -0.63, -0.36, 0.19, -0.64, -0.36, -0.36, 0.17, -0.63, -0.35, 0.18, -0.64, 0.18, 0.19, 0.32, 0.21, 0.21, 0.21, 0.21, -0.04, 0.20, 0.22, 0.22, 0.21, 0.21, 0.22, 0.22, 0.22, 0.20, 0.22, 0.21, 0.21, 0.21, 0.22, -0.93, -0.35, 0.78, -0.71, -0.80, 0.39, 0.37, 0.18, 0.23, -0.72]
}

***

[4]
{
  "formula": "C17H27BF4N8O3Pd",
  "method": "the ωB97M-V functional and the def2-TZVPD basis",
  "de_lowest_kcal_mol": 5.2,
  "energy_ha": -1879.998189,
  "gap_ha": [0.2877, 0.2322],
  "lumo_energy_ev": [0.0, -2.5],
  "spin_multiplicity": 5,
  "fmax_ha_per_bohr": 0.0114,
  "e_homo_ha": [-0.2880, -0.3246],
  "elements": ["Pd", "F", "B", "F", "F", "F", "C", "N", "C", "C", "N", "N", "C", "C", "H", "H", "H", "H", "H", "H", "H", "H", "H", "H", "H", "H", "H", "C", "O", "C", "C", "H", "H", "H", "H", "H", "H", "O", "C", "N", "C", "O", "C", "C", "C", "C", "N", "C", "H", "H", "H", "H", "H", "H", "H", "H", "N", "C", "N", "C", "N"],
  "positions_angstrom": [[0.391787, -0.415441, 0.665108], [-0.939573, -0.987758, 2.400071], [-2.124827, -0.171077, 2.145012], [-1.890330, 0.351486, 0.819581], [-3.244116, -0.952835, 2.158089], [-2.142613, 0.867833, 3.053499], [-0.870110, 3.546327, 3.251192], [0.167519, 2.909217, 2.451166], [0.026480, 3.092672, 1.021080], [0.892539, 1.865160, 2.922258], [1.305262, 0.906185, 2.141930], [1.186548, 1.887779, 4.265647], [1.725245, 3.097685, 4.868457], [1.634551, 0.660058, 4.895358], [-1.849597, 3.306901, 2.833819], [-0.732159, 4.630055, 3.255702], [-0.844258, 3.171485, 4.268901], [-0.247773, 4.131602, 0.835154], [-0.752573, 2.447222, 0.606598], [0.972107, 2.878785, 0.527855], [2.024765, 0.344651, 2.578169], [1.430973, 3.974147, 4.299524], [2.820000, 3.057547, 4.900089], [1.355098, 3.202926, 5.889400], [1.072541, -0.184572, 4.502332], [1.443462, 0.733672, 5.965583], [2.708299, 0.481703, 4.754273], [2.776453, 0.659425, -2.521968], [2.076618, 0.865875, -1.273404], [0.758795, 0.948067, -1.316302], [-0.145902, 1.589839, -2.293014], [2.491720, -0.298640, -2.957472], [3.832576, 0.659034, -2.276694], [2.538937, 1.475870, -3.202767], [0.045970, 2.666593, -2.398787], [-1.173397, 1.483801, -1.941907], [-0.072086, 1.141283, -3.293459], [-1.998804, 0.018299, -6.010041], [-2.627378, -1.203837, -5.677630], [-2.220922, -1.472590, -4.323072], [-2.248556, -2.724796, -3.807740], [-2.664737, -3.674801, -4.445464], [-1.742068, -2.893111, -2.406883], [-1.907385, -4.128766, -1.792929], [-1.453132, -4.303635, -0.500247], [-0.837411, -3.244592, 0.142540], [-0.661139, -2.064707, -0.449104], [-1.105074, -1.895396, -1.692396], [-2.297619, 0.294195, -6.881270], [-2.297185, -2.030622, -6.308041], [-3.716416, -1.114779, -5.749394], [-1.955601, -0.674158, -3.773819], [-2.390321, -4.923638, -2.344896], [-1.568882, -5.247126, 0.013734], [-0.470667, -3.326030, 1.157032], [-0.912384, -0.916576, -2.112146], [1.955451, -1.817814, 1.064830], [2.431735, -2.550893, 0.272214], [2.832642, -3.395441, -0.588831], [4.075468, -3.356998, -1.057868], [5.131453, -3.376751, -1.528652]],
  "forces_ev_per_a": [[0.1, -0.3, 0.5], [-0.1, 0.0, -0.1], [-0.1, 0.0, 0.0], [0.0, 0.2, 0.0], [0.1, 0.0, 0.0], [0.0, -0.1, -0.1], [0.0, 0.0, 0.0], [-0.1, 0.0, 0.0], [0.0, 0.0, 0.0], [0.0, 0.0, 0.1], [0.0, 0.1, -0.2], [0.1, 0.0, 0.0], [0.0, 0.0, 0.0], [0.0, 0.0, 0.0], [0.0, 0.0, 0.0], [0.0, 0.0, 0.0], [0.0, 0.0, 0.0], [0.0, 0.0, 0.0], [0.0, 0.0, 0.0], [0.0, 0.0, 0.0], [0.0, -0.1, 0.0], [0.0, 0.0, 0.0], [0.0, 0.0, 0.0], [0.0, 0.0, 0.0], [0.0, 0.0, 0.0], [0.0, 0.0, 0.0], [0.0, 0.0, 0.0], [0.0, -0.3, 0.0], [0.1, 0.5, 0.1], [-0.3, -0.4, -0.3], [0.0, 0.3, 0.1], [0.0, 0.0, 0.0], [0.0, 0.0, 0.0], [0.0, 0.0, 0.0], [0.0, 0.0, 0.0], [0.0, 0.0, 0.0], [0.0, 0.0, 0.0], [0.0, 0.0, 0.0], [0.0, 0.0, 0.0], [0.1, 0.0, 0.0], [0.0, 0.1, -0.1], [0.0, 0.0, 0.0], [0.0, 0.0, 0.1], [0.0, 0.0, 0.0], [0.0, -0.1, 0.0], [0.0, 0.0, 0.1], [0.1, 0.2, -0.1], [0.0, 0.0, 0.0], [0.0, 0.0, 0.0], [0.0, 0.0, 0.0], [0.0, 0.0, 0.0], [-0.1, 0.0, 0.0], [0.0, 0.0, 0.0], [0.0, 0.0, 0.0], [0.0, 0.0, 0.0], [0.0, 0.0, 0.0], [0.0, 0.0, 0.1], [0.0, 0.1, -0.2], [0.0, 0.0, 0.3], [0.0, 0.1, -0.1], [0.0, 0.0, 0.0]],
  "lowdin_spin": [1.65, 0.07, 0.00, 0.04, 0.00, 0.00, 0.00, 0.00, 0.02, 0.01, 0.08, 0.01, 0.00, 0.00, 0.00, 0.00, 0.00, 0.00, 0.01, 0.01, 0.00, 0.00, 0.00, 0.00, 0.00, 0.00, 0.00, 0.05, 0.36, 1.11, 0.20, 0.01, 0.00, 0.01, 0.03, 0.01, 0.03, 0.00, 0.00, 0.00, 0.00, 0.00, 0.00, 0.00, 0.00, 0.00, 0.08, 0.02, 0.00, 0.00, 0.00, 0.00, 0.00, 0.00, 0.00, 0.01, 0.08, 0.03, 0.04, 0.00, 0.02]
}